Record 1
{
  "formula": "C4H6O2",
  "method": "the ωB97M-V functional and the def2-TZVPD basis",
  "homo_lumo_gap_ha": [0.292, 0.291],
  "e_homo_ha": [-0.3105, -0.3104],
  "de_lowest_kcal_mol": 90.8,
  "e_tot_ha": -306.36162,
  "species": ["O", "C", "C", "C", "C", "O", "H", "H", "H", "H", "H", "H"],
  "xyz": [[-1.81289, 0.72140, -0.08551], [-0.84996, -0.24518, -0.41471], [0.17325, 0.19943, -1.31445], [0.14530, -0.68930, 0.64079], [1.17326, 0.18170, 1.03486], [1.63358, 1.08311, 0.31336], [-1.80201, 0.80429, 0.87574], [-1.30901, -1.17586, -0.78127], [0.72096, -0.52718, -1.90407], [0.34310, 1.24918, -1.51530], [0.01026, -1.66987, 1.09088], [1.57415, 0.06829, 2.05969]],
  "forces_ev_per_a": [[-0.03, 0.03, 0.19], [0.25, -0.07, -0.36], [-0.04, 0.03, -0.06], [0.11, -0.03, 0.23], [0.03, 0.03, -0.14], [-0.12, -0.19, 0.11], [-0.07, 0.03, -0.09], [0.07, 0.11, 0.10], [-0.11, 0.03, 0.10], [-0.03, -0.13, 0.11], [0.06, 0.18, -0.09], [-0.12, -0.01, -0.12]],
  "nbo_charge": [-0.70, -0.04, -0.05, -0.45, 0.31, -0.60, 0.48, 0.22, 0.21, 0.24, 0.23, 0.15]
}


Record 2
{
  "formula": "C34H45LaN2O4Se",
  "method": "the ωB97M-V functional and the def2-TZVPD basis",
  "homo_lumo_gap_ha": [0.234, 0.234],
  "e_homo_ha": [-0.2705, -0.2705],
  "de_lowest_kcal_mol": 52.6,
  "e_tot_ha": -4165.93572,
  "species": ["La", "C", "C", "C", "C", "C", "C", "C", "Se", "C", "C", "C", "C", "C", "C", "O", "C", "C", "C", "C", "C", "C", "C", "C", "C", "O", "C", "C", "C", "C", "C", "C", "H", "H", "H", "H", "H", "H", "H", "H", "H", "H", "H", "H", "H", "H", "H", "H", "H", "H", "H", "H", "H", "H", "H", "H", "H", "H", "H", "H", "H", "H", "H", "H", "H", "H", "H", "H", "H", "H", "H", "H", "O", "N", "N", "O", "C", "C", "C", "C", "C", "C", "H", "H", "H", "H", "H"],
  "xyz": [[-0.01970, -2.09561, -1.43828], [-4.78739, 3.35283, 1.66520], [-3.41529, 3.42872, 1.03608], [-2.31495, 3.57516, 2.19439], [-3.29742, 4.66101, 0.13450], [-3.26929, 2.22454, 0.14398], [-1.97339, 2.01402, -0.39095], [-1.66416, 0.95008, -1.22905], [0.01886, 1.19370, -2.15247], [1.39017, 1.37842, -0.78909], [1.83209, 2.65525, -0.46770], [3.12582, 2.90663, -0.00670], [3.98713, 1.72881, 0.09861], [3.58055, 0.41480, -0.14496], [2.20439, 0.23970, -0.59227], [1.82377, -0.98712, -0.82367], [4.65765, -0.73804, 0.04991], [5.40641, -1.16068, -1.20409], [5.68967, -0.15251, 1.07656], [4.08734, -1.93904, 0.85474], [3.62285, 4.38717, 0.27908], [3.99386, 4.52371, 1.79217], [2.52900, 5.46937, 0.02091], [4.75782, 4.66876, -0.67821], [-2.60184, -0.12477, -1.32953], [-2.18867, -1.21893, -1.91835], [-3.90653, -0.01688, -0.70954], [-4.24844, 1.23551, -0.11081], [-4.91179, -1.21255, -0.54985], [-4.84980, -2.18476, -1.68259], [-6.36095, -0.61256, -0.40512], [-4.56197, -1.90221, 0.76888], [-4.94224, 4.05717, 2.45750], [-4.85219, 2.34356, 2.20010], [-5.60575, 3.34011, 0.87731], [-2.74372, 4.25598, 2.92413], [-1.38442, 3.98528, 1.85362], [-2.04116, 2.56819, 2.54669], [-3.38636, 5.57047, 0.69718], [-4.15993, 4.63352, -0.59891], [-2.35659, 4.67832, -0.34360], [-1.25165, 2.76790, -0.11191], [1.19011, 3.48020, -0.62721], [5.01728, 1.94854, 0.27657], [5.64758, -0.23244, -1.77242], [4.84973, -1.81853, -1.95230], [6.30785, -1.71411, -0.95884], [6.42906, 0.51766, 0.61369], [6.34401, -0.92639, 1.49866], [5.31218, 0.43376, 1.92804], [3.31929, -2.42473, 0.25589], [3.62324, -1.57104, 1.74220], [4.97037, -2.62082, 1.07347], [3.07493, 4.61738, 2.37323], [4.50206, 5.47731, 1.88725], [4.68892, 3.78566, 2.19395], [1.71173, 5.38165, 0.73203], [2.05875, 5.51257, -0.98380], [3.01335, 6.44276, 0.21170], [5.66699, 4.22468, -0.35675], [4.86848, 5.76349, -0.79702], [4.47146, 4.30772, -1.68150], [-5.28642, 1.46739, 0.04180], [-5.22005, -1.84739, -2.66167], [-5.45972, -3.05234, -1.35612], [-3.80171, -2.61750, -1.78717], [-6.47354, 0.38892, -0.73764], [-6.70598, -0.63423, 0.61404], [-7.07488, -1.21844, -0.96228], [-3.56054, -2.36171, 0.76482], [-5.23455, -2.73300, 1.03373], [-4.61037, -1.14147, 1.60160], [-0.69276, -4.52940, 0.98479], [-0.44075, -3.92749, -0.06974], [-0.08284, -4.71771, -1.09200], [0.25961, -4.12373, -2.28533], [-0.02342, -6.09245, -0.90615], [1.14309, -6.78724, -1.25490], [1.35936, -8.10037, -0.95644], [0.34105, -8.78962, -0.23433], [-0.90830, -8.15520, 0.00175], [-1.10416, -6.80883, -0.24893], [1.92507, -6.20375, -1.75386], [2.33489, -8.56194, -1.08612], [0.32615, -9.87918, 0.01537], [-1.73970, -8.72686, 0.55203], [-1.94877, -6.29481, 0.13207]],
  "forces_ev_per_a": [[-1.04, 5.36, -1.52], [-0.86, -2.16, 0.16], [0.24, 0.83, 0.25], [-1.15, -1.28, -1.29], [-2.20, -0.26, -0.10], [1.61, -1.66, -0.34], [-1.62, 0.13, 0.38], [-0.84, 0.92, 1.28], [-0.08, -0.76, 0.11], [0.24, -1.13, -0.60], [1.42, 0.06, 0.47], [-0.05, -1.03, 0.07], [-1.53, 1.64, -0.63], [-0.27, 0.70, -0.20], [2.08, 0.71, 0.84], [-0.61, -0.78, -0.42], [-0.69, 0.88, 2.16], [-0.84, 0.23, -1.69], [1.40, 0.31, -0.29], [0.99, -0.42, -1.56], [-1.28, -1.46, 0.29], [0.10, 0.66, -1.01], [0.15, -0.04, 0.00], [-0.74, 1.01, -0.88], [-0.11, 0.43, 0.75], [1.04, -1.39, -0.31], [0.43, 1.12, -0.04], [1.58, -0.30, -0.84], [-0.03, 2.21, 0.08], [0.81, -2.33, -0.24], [0.23, -1.47, -0.20], [0.28, 0.21, 1.13], [-0.29, 0.86, 0.06], [-0.08, 1.15, -0.68], [0.87, 0.38, 1.11], [0.16, -0.26, 0.40], [0.41, 0.45, -0.50], [-0.44, 0.42, 0.49], [-0.13, 0.60, 0.45], [1.15, 0.14, 0.48], [0.93, -0.01, -0.86], [0.36, -0.02, -0.36], [-0.68, 0.64, -0.27], [0.43, -0.06, 0.35], [0.22, -0.68, 0.33], [0.24, 0.81, 1.20], [0.23, 0.10, 0.13], [-0.26, -0.02, -0.23], [-0.39, -0.23, -0.13], [-0.45, -0.48, -0.37], [0.17, -0.38, 0.13], [-0.16, 0.09, 0.84], [-1.33, 0.59, -0.10], [0.15, -0.42, 0.14], [0.17, 0.37, 0.17], [-0.31, -0.29, -0.18], [-0.14, -0.09, 0.14], [0.63, -0.27, 0.38], [-0.27, -0.28, -0.13], [0.96, -0.39, 0.09], [0.35, -0.44, 0.25], [0.31, -0.03, 0.38], [0.05, -0.20, 0.72], [0.23, 0.15, 0.40], [-0.05, 0.31, -0.44], [-1.47, 0.78, -0.09], [0.00, 0.69, -0.60], [0.00, 0.02, 0.59], [0.03, -0.13, -0.11], [-0.09, 0.35, -0.11], [-0.14, 0.33, -0.27], [0.16, -0.85, -0.76], [0.06, 1.32, -0.37], [-0.15, -3.63, 1.30], [-0.51, 0.97, 0.38], [0.16, -1.94, 0.19], [-0.92, -3.25, 0.84], [0.11, 2.04, -0.64], [-1.09, -1.71, 1.93], [-1.09, -0.19, -1.07], [-0.24, -0.89, 1.10], [2.54, 0.49, -1.17], [-0.25, -0.24, 0.16], [-0.27, 0.07, -0.32], [0.73, 1.12, -0.21], [1.45, 0.88, -0.99], [-0.71, 0.27, -0.05]],
  "lowdin_charge": [2.17, -0.08, -0.56, -0.02, -0.05, -0.18, -0.09, -0.44, 1.10, -0.42, -0.09, -0.12, 0.02, -0.06, -0.40, -0.41, -0.50, -0.05, -0.10, -0.06, -0.53, -0.04, -0.08, -0.06, -0.40, -0.37, -0.06, 0.02, -0.53, -0.08, -0.04, -0.06, 0.07, 0.11, 0.10, 0.07, 0.05, 0.09, 0.07, 0.11, 0.06, 0.09, 0.07, 0.09, 0.09, 0.10, 0.07, 0.08, 0.08, 0.09, 0.05, 0.08, 0.10, 0.08, 0.07, 0.08, 0.07, 0.09, 0.09, 0.07, 0.09, 0.10, 0.07, 0.10, 0.09, 0.08, 0.05, 0.07, 0.08, 0.08, 0.09, 0.10, -0.05, -0.24, -0.23, -0.36, -0.18, -0.03, -0.07, -0.06, -0.09, 0.00, 0.12, 0.11, 0.11, 0.13, 0.10]
}